# C24H26N2O5

One molecule with the formula C24H26N2O5 (the ωB97M-V functional and the def2-TZVPD basis, OMol25).

spin multiplicity = 1
electronic energy = -38529.183 eV

Structure (XYZ):
```
57
C24H26N2O5 | OMol25 | the ωB97M-V functional and the def2-TZVPD basis
C -2.76 4.88 0.92
C 2.63 -2.29 1.64
O -0.63 -2.07 -4.00
C 0.27 -2.18 -2.98
H 3.98 -0.37 -3.56
H -1.00 -1.91 4.47
C -2.48 2.23 -0.32
C -2.32 1.09 0.67
H -2.06 6.62 2.00
H -4.61 2.18 -0.17
C 0.60 -2.78 -0.67
H -2.90 5.43 3.00
O -3.16 0.34 1.08
H -3.82 6.48 1.92
H -3.88 3.32 1.88
H -2.40 1.76 -1.31
H -2.76 5.40 -0.05
C 1.34 -1.67 2.04
H -1.28 -2.89 -1.70
O 3.50 -2.54 2.45
H 0.56 -2.35 -5.67
H 0.24 -0.65 -5.23
C -1.05 -0.50 2.87
C 1.94 -2.43 -0.76
C -0.39 -0.03 1.74
H -4.87 4.42 0.92
C -1.25 3.09 -0.07
H -3.99 3.50 -1.16
C -3.92 3.89 0.95
C 2.46 -2.01 -2.00
C -2.89 5.92 2.03
C 0.80 -0.60 1.33
H -1.06 -1.66 -5.90
H 2.03 -1.55 -4.04
N 2.83 -2.54 0.32
H -1.98 -0.06 3.19
H -0.60 4.79 1.08
C 0.69 -2.13 3.18
H 1.13 -2.94 3.74
C -0.18 -1.66 -5.26
C 4.40 -1.32 -3.21
C 1.62 -1.89 -3.10
H 1.31 -0.21 0.46
H -0.89 3.60 -0.96
C -0.24 2.08 0.45
O 3.80 -1.74 -2.01
C -1.45 4.11 1.07
H 5.45 -1.19 -2.98
N -0.96 1.03 0.99
C -0.23 -2.64 -1.76
H 4.30 -2.08 -3.99
C -3.83 2.94 -0.24
H -1.47 3.58 2.03
H 3.78 -2.76 0.07
H 0.20 -3.15 0.26
C -0.49 -1.55 3.59
O 0.96 2.19 0.47
```

The net atomic charges from Löwdin, expressed in e, are: atom 1 (C): -0.38, atom 2 (C): -0.43, atom 3 (O): -0.08, atom 4 (C): -0.27, atom 5 (H): 0.10, atom 6 (H): 0.11, atom 7 (C): -0.17, atom 8 (C): -0.37, atom 9 (H): 0.08, atom 10 (H): 0.12, atom 11 (C): -0.01, atom 12 (H): 0.08, atom 13 (O): 0.13, atom 14 (H): 0.08, atom 15 (H): 0.13, atom 16 (H): 0.17, atom 17 (H): 0.15, atom 18 (C): -0.14, atom 19 (H): 0.12, atom 20 (O): 0.08, atom 21 (H): 0.10, atom 22 (H): 0.10, atom 23 (C): 0.00, atom 24 (C): -0.19, atom 25 (C): -0.15, atom 26 (H): 0.12, atom 27 (C): -0.16, atom 28 (H): 0.12, atom 29 (C): -0.16, atom 30 (C): -0.20, atom 31 (C): -0.07, atom 32 (C): 0.05, atom 33 (H): 0.09, atom 34 (H): 0.09, atom 35 (N): 0.16, atom 36 (H): 0.11, atom 37 (H): 0.13, atom 38 (C): -0.01, atom 39 (H): 0.12, atom 40 (C): -0.09, atom 41 (C): -0.08, atom 42 (C): 0.04, atom 43 (H): 0.13, atom 44 (H): 0.16, atom 45 (C): -0.38, atom 46 (O): -0.08, atom 47 (C): -0.11, atom 48 (H): 0.10, atom 49 (N): 0.11, atom 50 (C): 0.00, atom 51 (H): 0.10, atom 52 (C): -0.13, atom 53 (H): 0.14, atom 54 (H): 0.16, atom 55 (H): 0.12, atom 56 (C): -0.05, atom 57 (O): 0.13

***

# C5H8O2

One molecule with the formula C5H8O2 (the ωB97M-V functional and the def2-TZVPD basis, OMol25).

spin multiplicity = 1
electronic energy = -9408.901 eV

Structure (XYZ):
```
15
C5H8O2 | OMol25 | the ωB97M-V functional and the def2-TZVPD basis
H -1.08 -1.71 1.11
C -1.94 1.08 0.08
C 1.14 0.31 -0.32
H 0.02 -1.49 -0.83
H -1.83 1.73 -0.79
O 1.54 1.29 -0.91
C -0.13 -0.41 -0.79
H 1.10 -0.31 1.74
H -0.36 -0.04 -1.79
C 1.82 -0.22 0.92
H 2.21 -1.23 0.73
C -1.22 -0.03 0.19
O -1.31 -0.79 1.33
H -2.61 1.38 0.88
H 2.64 0.44 1.21
```

The net atomic charges from Löwdin, expressed in e, are: atom 1 (H): 0.11, atom 2 (C): 0.08, atom 3 (C): -0.44, atom 4 (H): 0.12, atom 5 (H): 0.07, atom 6 (O): 0.08, atom 7 (C): -0.08, atom 8 (H): 0.08, atom 9 (H): 0.13, atom 10 (C): -0.01, atom 11 (H): 0.09, atom 12 (C): -0.42, atom 13 (O): 0.02, atom 14 (H): 0.07, atom 15 (H): 0.09

***

# C7H13N5

A 2-piece molecular cluster, C7H13N5 overall (the ωB97M-V functional and the def2-TZVPD basis, OMol25).

spin multiplicity = 3
electronic energy = -14896.600 eV
charge = +2

Structure (XYZ):
```
25
C7H13N5 | OMol25 | the ωB97M-V functional and the def2-TZVPD basis
C -2.67 -0.44 -1.06
C 4.09 1.98 -0.74
N -1.94 0.22 -0.06
H -3.21 1.65 0.95
N 3.71 0.75 -0.16
H -4.26 -1.62 -1.51
C -0.61 -0.18 0.15
H 0.80 0.53 1.30
H 3.70 1.83 -1.76
H -1.07 2.29 2.28
C -2.24 1.30 0.71
C -1.16 1.60 1.47
C 3.20 -0.30 -0.07
N -3.74 -1.47 -0.68
N -0.22 0.70 1.00
H 3.83 2.97 -0.30
H -4.40 -1.04 -0.10
H -1.84 -0.86 -1.71
C 2.39 -2.43 0.82
H -3.36 0.18 -1.74
H -3.35 -2.25 -0.23
H 2.72 -2.64 1.95
H 1.82 -3.17 0.35
N 2.68 -1.41 0.12
H 5.13 1.81 -0.99
```

The net atomic charges from Löwdin, expressed in e, are: atom 1 (C): -0.12, atom 2 (C): 0.01, atom 3 (N): -0.14, atom 4 (H): 0.12, atom 5 (N): 0.19, atom 6 (H): 0.16, atom 7 (C): -0.08, atom 8 (H): 0.17, atom 9 (H): 0.14, atom 10 (H): 0.13, atom 11 (C): -0.06, atom 12 (C): -0.02, atom 13 (C): -0.06, atom 14 (N): 0.26, atom 15 (N): -0.01, atom 16 (H): 0.14, atom 17 (H): 0.15, atom 18 (H): 0.15, atom 19 (C): 0.03, atom 20 (H): 0.18, atom 21 (H): 0.15, atom 22 (H): 0.19, atom 23 (H): 0.08, atom 24 (N): 0.15, atom 25 (H): 0.11

***

# C5H10O2

One molecule with the formula C5H10O2 (the ωB97M-V functional and the def2-TZVPD basis, OMol25).

spin multiplicity = 1
electronic energy = -9441.374 eV

Structure (XYZ):
```
17
C5H10O2 | OMol25 | the ωB97M-V functional and the def2-TZVPD basis
C 0.40 0.23 -0.07
H -0.39 -1.05 2.43
O 0.55 -1.91 0.81
C 0.85 -1.20 -0.39
C -0.96 -0.09 0.55
H 1.92 -1.32 -0.59
H 1.39 1.27 -1.70
H -1.67 -0.35 -0.25
H 1.06 0.60 0.72
C -0.62 -1.33 1.40
C 0.45 1.31 -1.14
H -0.36 1.21 -1.89
H -1.40 0.72 1.14
H -0.47 2.99 -0.68
H 0.28 -1.61 -1.24
H -1.42 -2.07 1.42
O 0.39 2.59 -0.52
```

The net atomic charges from Löwdin, expressed in e, are: atom 1 (C): -0.29, atom 2 (H): 0.12, atom 3 (O): -0.13, atom 4 (C): -0.18, atom 5 (C): -0.13, atom 6 (H): 0.13, atom 7 (H): 0.12, atom 8 (H): 0.12, atom 9 (H): 0.15, atom 10 (C): -0.19, atom 11 (C): -0.22, atom 12 (H): 0.13, atom 13 (H): 0.12, atom 14 (H): 0.09, atom 15 (H): 0.13, atom 16 (H): 0.12, atom 17 (O): -0.06

***

# C20H43F2N5O7S2

C20H43F2N5O7S2 as an isolated structure (the ωB97M-V functional and the def2-TZVPD basis, OMol25).

spin multiplicity = 1
electronic energy = -70322.736 eV

Structure (XYZ):
```
79
C20H43F2N5O7S2 | OMol25 | the ωB97M-V functional and the def2-TZVPD basis
H 1.13 -2.84 -5.09
O -0.28 -0.02 -1.91
C 1.45 -1.92 -4.64
H 1.89 2.17 -1.14
H -1.41 2.21 -0.98
H 1.50 3.24 -3.50
H 1.34 -4.45 3.48
H -0.30 -1.18 1.30
F -3.27 4.79 -4.22
H -0.32 -2.04 5.55
H -3.91 -0.38 2.28
C 1.75 -1.01 -2.49
O -5.09 3.88 -2.34
H 1.25 -1.12 3.18
H -0.44 -2.96 4.01
C -0.31 1.67 0.77
H 4.09 -3.74 1.00
S -2.94 3.31 -4.71
C -2.36 -1.63 2.99
C 2.18 -2.68 4.37
O -2.80 3.47 -6.12
C -1.71 -1.18 -0.30
N -0.52 -1.70 0.45
H -2.26 0.19 -1.73
C 4.04 -3.35 2.01
H -2.36 0.34 2.04
H 1.53 -2.06 0.00
H 0.06 3.80 0.69
C 0.57 2.88 0.43
H -1.89 -1.91 -1.07
O -3.82 1.83 -1.93
C -0.25 -1.99 4.47
H 0.94 -1.08 -5.09
H 1.90 -3.17 5.29
O 3.26 -4.24 2.81
H 5.03 -3.28 2.44
S -4.64 2.61 -2.81
C 0.86 -0.59 -1.34
C 1.19 -1.52 4.19
C -2.89 -0.59 1.96
O -1.77 2.97 -3.97
H 1.44 2.81 1.08
H -2.42 1.46 0.18
C 0.61 -1.83 -0.52
H -0.78 1.90 1.72
N 2.46 3.53 -3.40
C -1.28 -0.99 3.89
H -1.95 -2.51 2.50
H -3.42 -2.12 0.54
H 1.45 0.12 -0.77
H 3.09 2.75 -3.53
H -0.74 -0.21 3.37
H 1.92 -0.12 -3.10
H 3.20 -2.32 4.42
H 3.93 5.18 -1.16
H 0.40 -2.69 -1.15
C -1.43 1.41 -0.26
H 0.34 2.73 -1.74
H 2.73 -1.37 -2.13
H -0.75 -2.64 0.75
H 1.56 -3.13 2.38
H 1.41 -0.70 4.87
H 3.64 -2.34 1.98
C 1.10 2.90 -0.99
O 1.09 -1.98 -3.25
N 3.87 4.74 -2.08
N 1.71 4.25 -1.25
H -3.69 -0.52 -0.06
C 2.04 -3.68 3.20
N -4.25 2.52 -4.34
C -1.41 0.11 -1.06
C 2.73 4.20 -2.22
F -5.99 1.77 -2.87
H 0.35 0.82 0.96
H -3.18 -1.96 3.61
H -1.81 -0.49 4.70
C -3.00 -1.11 0.53
H 2.53 -1.81 -4.73
H 2.09 4.55 -0.37
```

The net atomic charges from Löwdin, expressed in e, are: atom 1 (H): 0.09, atom 2 (O): 0.00, atom 3 (C): -0.06, atom 4 (H): 0.11, atom 5 (H): 0.11, atom 6 (H): 0.08, atom 7 (H): 0.12, atom 8 (H): 0.14, atom 9 (F): -0.19, atom 10 (H): 0.11, atom 11 (H): 0.12, atom 12 (C): -0.18, atom 13 (O): -0.27, atom 14 (H): 0.09, atom 15 (H): 0.10, atom 16 (C): -0.17, atom 17 (H): 0.09, atom 18 (S): 0.47, atom 19 (C): -0.18, atom 20 (C): -0.16, atom 21 (O): -0.28, atom 22 (C): -0.19, atom 23 (N): 0.13, atom 24 (H): 0.14, atom 25 (C): -0.09, atom 26 (H): 0.08, atom 27 (H): 0.13, atom 28 (H): 0.12, atom 29 (C): -0.17, atom 30 (H): 0.17, atom 31 (O): -0.31, atom 32 (C): -0.18, atom 33 (H): 0.10, atom 34 (H): 0.11, atom 35 (O): -0.17, atom 36 (H): 0.09, atom 37 (S): 0.49, atom 38 (C): -0.32, atom 39 (C): -0.22, atom 40 (C): -0.17, atom 41 (O): -0.31, atom 42 (H): 0.11, atom 43 (H): 0.10, atom 44 (C): -0.04, atom 45 (H): 0.10, atom 46 (N): 0.12, atom 47 (C): -0.19, atom 48 (H): 0.09, atom 49 (H): 0.12, atom 50 (H): 0.13, atom 51 (H): 0.09, atom 52 (H): 0.08, atom 53 (H): 0.13, atom 54 (H): 0.11, atom 55 (H): 0.03, atom 56 (H): 0.14, atom 57 (C): -0.11, atom 58 (H): 0.10, atom 59 (H): 0.14, atom 60 (H): 0.17, atom 61 (H): 0.09, atom 62 (H): 0.12, atom 63 (H): 0.08, atom 64 (C): -0.21, atom 65 (O): -0.18, atom 66 (N): 0.11, atom 67 (N): 0.04, atom 68 (H): 0.13, atom 69 (C): -0.25, atom 70 (N): -0.30, atom 71 (C): -0.25, atom 72 (C): -0.59, atom 73 (F): -0.19, atom 74 (H): 0.08, atom 75 (H): 0.11, atom 76 (H): 0.12, atom 77 (C): -0.11, atom 78 (H): 0.09, atom 79 (H): 0.10

***

# C42H50ClFN7O3PPtS2

C42H50ClFN7O3PPtS2 as an isolated structure (the ωB97M-V functional and the def2-TZVPD basis, OMol25).

spin multiplicity = 1
electronic energy = -110351.822 eV
charge = +4

Structure (XYZ):
```
108
C42H50ClFN7O3PPtS2 | OMol25 | the ωB97M-V functional and the def2-TZVPD basis
H -4.08 4.83 -2.62
O -1.53 -2.49 -1.90
H 2.55 4.40 -1.80
C -4.26 3.10 0.29
H -5.60 2.57 -3.43
N 0.88 2.59 -3.03
H 2.18 -3.07 6.79
C -3.05 2.08 -4.78
H 2.51 -5.69 7.22
C 1.85 -0.73 -4.32
H 3.65 2.73 0.86
C -4.94 4.02 1.07
H -0.81 5.24 -4.81
C 0.23 -1.27 1.01
H -6.18 -1.94 -1.46
C 2.05 -1.79 4.22
C -4.98 5.53 -0.81
C 3.23 -3.21 6.52
H 1.11 4.49 -3.81
C -5.29 5.24 0.51
C 3.99 -5.98 5.78
H -3.69 1.21 -4.78
H -5.79 5.98 1.13
C 1.33 -1.21 3.22
C -6.05 -0.96 -1.89
H 0.85 -1.16 -4.29
C -4.69 0.99 -2.28
C -1.87 3.84 -3.59
N 1.18 4.37 1.76
C 4.30 -4.73 4.95
H 0.92 -0.22 3.37
H 0.00 -4.07 -0.90
N 3.29 -3.71 5.14
C 2.56 4.08 2.20
F 2.25 -1.05 5.33
O 0.00 -0.02 1.02
C 0.68 3.38 1.04
H 0.93 -6.26 2.09
H 4.39 -5.02 3.90
C 1.86 -5.22 0.42
C -2.71 2.71 -3.59
C -5.73 1.58 -3.01
C 3.89 -4.18 7.50
C 2.60 -3.10 4.11
H 4.89 -6.58 5.86
H -5.19 3.79 2.10
C -1.77 3.72 -5.99
C 2.34 -3.76 2.91
S -0.88 3.44 0.34
H 3.55 4.69 -3.23
H 0.26 2.90 -2.29
H 3.50 3.08 -2.51
C -4.31 4.60 -1.59
H 2.61 4.07 3.28
H 2.33 1.31 -4.67
C 0.98 1.28 -3.18
H -5.26 6.48 -1.24
H 2.32 -1.36 -2.30
H 1.31 1.48 0.55
C -1.43 4.35 -4.80
C -3.96 3.37 -1.05
C 2.74 -1.43 -3.30
H 3.21 -6.58 5.31
C -1.42 -1.83 -0.88
Cl -3.76 1.57 0.94
H 3.04 1.94 2.32
C -4.85 -0.28 -1.73
H 1.57 -7.31 0.82
S 0.09 0.22 -2.13
C 1.57 -3.20 1.88
H 3.93 -6.22 7.86
N 3.53 -5.59 7.16
C -0.25 -2.20 0.05
C 2.82 2.70 1.57
H 3.73 -2.25 6.64
H 2.81 -2.49 -3.57
O -2.17 -0.87 -0.44
N 1.26 -3.91 0.73
N 1.57 2.41 0.86
H -4.04 -0.75 -1.19
H 2.08 3.27 -4.61
H 2.89 -5.22 0.77
H -1.60 4.32 -2.66
C 1.06 -6.37 1.02
C -2.58 2.59 -5.98
P -3.22 2.02 -2.02
H 2.26 -0.87 -5.32
C -6.91 0.89 -3.17
N 1.75 0.72 -4.09
C -7.08 -0.37 -2.61
H 3.54 -3.95 8.50
H 0.07 -6.43 0.56
C 1.06 -1.90 2.02
H -8.01 -0.89 -2.73
H 4.97 -4.09 7.49
H 0.70 5.22 2.00
H 3.75 -1.01 -3.29
C 2.90 3.96 -2.73
H 1.89 -5.31 -0.66
C 0.32 -3.43 -0.08
H 3.24 4.85 1.83
H -1.41 4.11 -6.93
H 5.27 -4.32 5.25
H -2.84 2.10 -6.91
H -7.72 1.35 -3.73
Pt -1.49 1.22 -0.48
H 2.70 -4.77 2.79
C 1.73 3.61 -3.64
```

Atomic partial charges in e from the Löwdin method, atoms 1 to 99: atom 1 (H): 0.11, atom 2 (O): 0.10, atom 3 (H): 0.07, atom 4 (C): -0.64, atom 5 (H): 0.12, atom 6 (N): 0.02, atom 7 (H): 0.14, atom 8 (C): -0.05, atom 9 (H): 0.19, atom 10 (C): -0.21, atom 11 (H): 0.13, atom 12 (C): -0.05, atom 13 (H): 0.12, atom 14 (C): -0.30, atom 15 (H): 0.12, atom 16 (C): -0.18, atom 17 (C): -0.02, atom 18 (C): -0.11, atom 19 (H): 0.11, atom 20 (C): -0.01, atom 21 (C): -0.06, atom 22 (H): 0.12, atom 23 (H): 0.13, atom 24 (C): 0.08, atom 25 (C): -0.03, atom 26 (H): 0.11, atom 27 (C): -0.35, atom 28 (C): -0.13, atom 29 (N): 0.06, atom 30 (C): -0.12, atom 31 (H): 0.14, atom 32 (H): 0.16, atom 33 (N): -0.07, atom 34 (C): -0.08, atom 35 (F): 0.08, atom 36 (O): -0.14, atom 37 (C): -0.75, atom 38 (H): 0.07, atom 39 (H): 0.13, atom 40 (C): -0.17, atom 41 (C): -0.36, atom 42 (C): -0.08, atom 43 (C): -0.08, atom 44 (C): -0.12, atom 45 (H): 0.15, atom 46 (H): 0.13, atom 47 (C): -0.01, atom 48 (C): 0.07, atom 49 (S): 0.73, atom 50 (H): 0.10, atom 51 (H): 0.06, atom 52 (H): 0.08, atom 53 (C): -0.05, atom 54 (H): 0.13, atom 55 (H): 0.16, atom 56 (C): -0.64, atom 57 (H): 0.13, atom 58 (H): 0.04, atom 59 (H): 0.09, atom 60 (C): -0.06, atom 61 (C): -0.41, atom 62 (C): -0.07, atom 63 (H): 0.14, atom 64 (C): -0.68, atom 65 (Cl): 0.83, atom 66 (H): 0.12, atom 67 (C): -0.08, atom 68 (H): 0.09, atom 69 (S): 0.92, atom 70 (C): -0.11, atom 71 (H): 0.20, atom 72 (N): 0.09, atom 73 (C): -0.06, atom 74 (C): -0.08, atom 75 (H): 0.14, atom 76 (H): 0.09, atom 77 (O): -0.21, atom 78 (N): -0.01, atom 79 (N): 0.05, atom 80 (H): 0.07, atom 81 (H): 0.12, atom 82 (H): 0.12, atom 83 (H): 0.10, atom 84 (C): -0.05, atom 85 (C): -0.02, atom 86 (P): 1.03, atom 87 (H): 0.14, atom 88 (C): -0.03, atom 89 (N): 0.05, atom 90 (C): -0.02, atom 91 (H): 0.15, atom 92 (H): 0.09, atom 93 (C): -0.05, atom 94 (H): 0.13, atom 95 (H): 0.15, atom 96 (H): 0.17, atom 97 (H): 0.09, atom 98 (C): -0.05, atom 99 (H): 0.13

***

Look up the spin multiplicity of the sixth one. 1

***

What is the formula in the sixth record? C42H50ClFN7O3PPtS2

***

The highest spin multiplicity belongs to which entry? C7H13N5

***

electronic energy of number 3 (C7H13N5)? -14896.600 eV